102
Properties=species:S:1:pos:R:3:forces:R:3 method="wB97M-V/def2-TZVPD" e_above_lowest_kj_mol=6262.8 energy_ev=-90412.92411 homo_ev=-6.461 orbital_gap_ev=6.092 e_lumo_ev=-0.37 total_charge=0 fmax_ha_per_bohr=0.3613
O -1.346 -0.814 -2.254 -15.3 -1.0 5.1
O 3.020 -3.139 1.203 3.1 0.7 2.1
O -0.666 -1.002 0.685 -4.8 -1.4 14.9
O -2.444 -1.247 -4.249 -6.3 1.1 3.2
H -4.552 -2.333 4.090 0.2 0.2 0.4
O 0.969 -2.778 -2.906 0.5 0.2 -2.8
H 2.948 -0.318 -3.186 0.1 0.3 -1.0
C 1.866 -0.239 -3.084 2.0 0.2 1.4
C 0.321 -1.331 -1.037 3.5 1.3 -2.4
C -0.513 -0.748 -3.897 6.9 -1.5 -5.8
H 1.892 1.213 -0.072 2.8 3.5 0.4
H -0.465 2.372 4.462 0.3 0.7 -0.5
C 1.309 1.098 4.442 0.4 0.2 -0.9
C 0.710 0.011 -0.510 1.8 -3.6 1.7
H 1.621 0.933 1.104 0.6 -4.4 1.2
H -2.247 -1.319 4.423 -0.7 0.9 0.1
C 1.085 -5.282 -0.389 -0.4 1.6 0.2
H -1.089 1.307 -3.496 -1.1 -2.3 -2.6
C -1.789 -2.917 3.277 -0.9 -1.4 -1.0
H 2.854 3.181 2.059 0.3 0.7 1.8
C -4.107 -1.776 3.265 0.3 -1.0 0.4
H 1.533 0.114 4.029 0.2 0.1 -0.6
C -2.410 -0.818 -3.063 -7.9 -0.6 -1.5
H -5.138 -0.588 -0.239 -0.1 0.7 -0.1
H -0.144 -1.971 -0.287 1.5 -0.2 -3.1
H 0.669 -0.465 1.633 1.2 0.5 -0.1
H -0.769 -0.732 -4.956 1.0 0.6 -0.1
H 3.842 1.886 -1.256 0.3 0.0 -0.1
H -0.555 0.415 -2.152 2.9 0.9 -4.0
C -1.300 3.389 -1.625 0.8 2.4 -0.7
H 0.668 -6.152 0.119 0.1 0.2 0.6
H 1.293 1.994 -3.101 0.6 -0.5 0.3
C -1.726 -0.503 -0.955 -5.4 -8.8 2.8
H -4.186 -1.902 -0.428 0.8 -0.2 -0.5
H 0.408 2.103 -1.329 -3.0 4.7 -0.3
H -0.778 0.970 3.543 0.4 -0.3 -0.2
O -3.106 1.424 0.473 2.2 3.3 3.2
O -2.011 3.179 -0.428 -1.5 0.2 2.3
C 2.180 3.171 -0.955 1.7 -0.7 1.5
H -2.108 3.596 -2.326 -0.1 -0.1 -0.8
C 1.741 2.251 0.224 9.5 8.7 -6.7
C 1.074 -3.943 0.465 -1.0 -2.4 0.2
H -3.302 1.053 -0.901 -3.8 -4.3 -3.7
C 3.464 2.825 -1.660 -0.9 -1.0 -0.2
C -1.248 -1.476 1.659 1.4 2.1 -2.4
C -2.319 1.900 -0.333 1.4 5.0 4.2
H 1.626 -3.582 2.614 -0.2 0.1 -0.1
H -1.137 0.351 -0.621 1.5 -6.9 3.2
C -4.084 -0.851 -0.158 -1.4 -0.6 0.7
O -2.067 -0.827 2.468 0.6 2.5 -0.8
H 2.220 -0.721 0.804 -1.7 2.0 0.9
H -2.493 -3.744 3.178 0.3 -0.3 0.2
O -1.192 -2.747 1.984 0.3 -1.5 0.7
H 0.666 2.328 0.386 2.7 3.4 -4.6
C 1.992 -3.940 1.651 -0.3 -1.9 -0.2
H -1.218 -1.440 -3.436 6.5 -2.4 -4.7
H -0.589 1.970 -2.839 0.9 3.2 3.2
C -3.172 -0.020 -1.043 -2.5 -5.2 -1.1
H 0.182 4.699 -2.507 -0.6 0.4 0.1
C -2.578 -1.639 3.435 -1.3 -0.9 2.3
H 2.533 3.014 4.654 -0.9 0.2 0.0
H 1.208 -1.903 -1.307 -1.2 2.9 -1.6
S 0.549 2.506 2.189 -2.1 2.0 6.1
C -0.595 2.056 -1.753 -6.0 12.8 -2.5
O -3.521 -0.477 -2.368 1.0 -0.1 -2.5
C -0.324 0.587 -3.203 1.8 -2.7 -5.2
O 0.111 3.896 2.315 0.8 -1.4 -0.9
H -4.303 -2.454 2.435 0.0 0.3 -0.4
H 2.077 -5.534 -0.765 -0.1 0.2 -0.1
O 1.524 -2.833 -0.268 4.0 -3.1 2.5
O 1.593 -1.804 -5.191 -0.5 -0.3 1.3
H 1.813 -0.330 -1.999 0.2 -0.4 -1.2
H 3.473 1.716 4.249 -0.1 -0.7 -0.1
C -0.272 4.589 -1.522 -10.2 0.1 -0.3
O 0.768 1.080 -1.123 6.0 -12.9 0.3
H 0.066 -3.808 0.857 0.1 0.3 -0.9
O -1.566 1.211 -1.171 0.3 17.7 -5.6
H 4.226 3.603 -1.623 -0.3 0.1 -0.2
O 3.305 -1.291 -0.032 0.2 -4.3 -1.3
S 1.038 -1.627 -3.838 0.9 0.1 -0.6
H -4.669 -0.850 3.143 0.4 0.1 0.0
C 2.349 2.350 2.550 0.0 -0.7 3.6
H 1.298 1.133 -4.567 -0.5 0.0 -0.4
C 2.671 -2.312 0.256 1.2 -0.5 -1.7
H 3.052 2.620 -2.649 1.0 0.2 -0.5
O 1.491 4.108 -1.363 14.5 -2.7 -0.2
H 1.259 0.819 5.494 -0.4 0.8 0.2
H 2.276 2.616 1.101 -0.2 0.2 -4.5
H -1.028 -3.139 4.025 0.0 0.2 -0.1
H 0.372 -5.090 -1.190 0.4 0.0 -0.4
C 1.333 -0.088 0.855 1.1 -0.8 3.1
H -1.559 -1.384 -0.335 -3.1 -0.8 -3.1
C 1.095 1.000 -3.504 0.6 0.0 -1.7
C 0.019 1.676 3.777 0.5 -0.6 0.2
H 0.465 4.225 -0.807 -4.3 1.2 1.9
H -0.775 5.491 -1.173 -0.4 0.3 -0.5
H 2.292 -4.987 1.702 0.7 0.2 0.8
H 2.691 1.479 1.991 0.3 -0.2 1.1
O 0.115 1.685 1.074 -12.3 -2.8 8.5
C 2.465 2.093 4.076 0.3 0.0 -0.3
H -0.332 -1.196 -1.900 5.7 -2.5 1.9
H -3.886 -0.876 0.914 0.4 0.6 -0.4